No. 1
ORCA calculation (the ωB97M-V functional and the def2-TZVPD basis) on C31H37Cl2NO4PS3Se2Y as an isolated structure.

Calculated values
HOMO energy, eV: -1.141
Total charge: -2
Frontier orbital gap, eV: 5.09

Atoms and positions in Å:
Y: 0.25 -0.29 0.06
C: -3.29 -3.16 -1.45
C: -3.61 -4.40 -0.61
S: -3.21 -4.23 1.16
C: -2.29 -5.78 1.43
C: -1.10 -6.02 0.52
S: 0.07 -4.60 0.55
C: 0.44 -4.49 -1.23
C: -0.69 -3.96 -2.12
S: -1.59 -2.51 -1.45
H: -3.86 -2.30 -1.07
H: -3.58 -3.34 -2.48
H: -3.06 -5.27 -0.97
H: -4.68 -4.61 -0.69
H: -3.00 -6.61 1.37
H: -1.95 -5.68 2.46
H: -1.42 -6.20 -0.51
H: -0.57 -6.91 0.87
H: 0.73 -5.50 -1.55
H: 1.30 -3.84 -1.26
H: -1.42 -4.75 -2.30
H: -0.28 -3.62 -3.07
O: -4.19 -0.37 1.28
C: -3.04 0.06 1.24
O: -2.09 -0.31 0.47
C: -2.62 1.26 2.14
P: -1.23 1.95 1.16
C: -2.08 2.71 -0.27
C: -1.25 3.41 -1.15
C: -1.76 3.95 -2.32
C: -3.11 3.80 -2.61
C: -3.94 3.10 -1.74
C: -3.42 2.55 -0.58
C: -0.78 3.45 2.13
C: -1.19 4.76 1.88
C: -0.73 5.80 2.66
C: 0.14 5.56 3.72
C: 0.56 4.27 3.98
C: 0.11 3.22 3.19
H: -2.24 0.90 3.09
H: -3.43 1.97 2.33
H: -0.20 3.50 -0.91
H: -1.11 4.47 -3.01
H: -3.52 4.21 -3.53
H: -4.99 2.97 -1.98
H: -4.08 1.97 0.06
H: -1.87 4.96 1.05
H: -1.05 6.82 2.45
H: 0.49 6.38 4.33
H: 1.26 4.07 4.78
H: 0.46 2.21 3.36
O: 4.75 0.51 -1.68
C: 3.47 0.33 -2.26
C: 2.79 1.67 -2.59
C: 3.69 2.40 -3.61
O: 3.17 3.65 -4.05
C: 1.43 1.47 -3.27
Se: 0.18 0.03 -2.71
C: 2.71 2.57 -1.35
Se: 2.28 1.74 0.41
H: 4.59 0.78 -0.77
H: 2.83 -0.25 -1.60
H: 3.61 -0.25 -3.18
H: 3.85 1.73 -4.48
H: 4.66 2.61 -3.17
H: 2.24 3.50 -4.28
H: 1.59 1.25 -4.33
H: 0.84 2.39 -3.19
H: 1.98 3.36 -1.51
H: 3.67 3.04 -1.18
Cl: 4.04 -3.44 0.25
C: 3.37 -2.80 1.73
C: 3.95 -3.14 2.92
C: 3.44 -2.67 4.13
C: 2.30 -1.87 4.10
C: 1.72 -1.56 2.89
Cl: 0.23 -0.62 2.87
C: 2.17 -1.99 1.59
N: 1.56 -1.78 0.46
H: 4.82 -3.79 2.91
H: 3.91 -2.92 5.07
H: 1.86 -1.50 5.01

---

No. 2
ORCA calculation (the ωB97M-V functional and the def2-TZVPD basis) on a 14-piece molecular cluster, C29H77N9O28 overall.

Calculated values
2S+1: 2
HOMO energy (alpha / beta), eV: -0.534 / -3.895
Total charge: -1
Frontier orbital gap (alpha / beta), eV: 1.24 / 4.60

Atoms and positions in Å:
C: 8.16 -1.97 0.13
N: 8.01 -1.20 -1.07
O: 8.92 -0.45 -1.40
O: 7.04 -1.44 -1.86
H: 7.14 -2.28 0.34
H: 8.65 -1.48 0.98
H: 8.80 -2.82 -0.11
C: 1.67 1.11 1.24
N: 1.76 1.13 2.74
O: 1.53 2.17 3.29
O: 2.06 0.09 3.28
H: 2.67 1.10 0.81
H: 1.17 2.03 0.94
H: 1.08 0.26 0.89
C: -5.84 -0.05 -1.81
N: -5.24 -1.28 -1.26
O: -5.96 -2.27 -1.15
O: -4.04 -1.31 -1.18
H: -6.91 -0.21 -1.63
H: -5.61 0.13 -2.86
H: -5.58 0.79 -1.16
C: 2.71 -2.57 1.50
N: 3.40 -3.19 0.30
O: 2.82 -4.07 -0.33
O: 4.57 -2.91 0.12
H: 1.97 -1.89 1.07
H: 3.52 -2.16 2.11
H: 2.18 -3.40 1.96
C: -1.18 0.73 -5.72
N: -0.81 1.71 -4.68
O: -1.42 1.58 -3.62
O: -0.01 2.64 -4.98
H: -1.07 -0.29 -5.36
H: -0.54 0.89 -6.59
H: -2.19 1.08 -5.94
C: 2.02 2.43 -2.51
N: 1.44 3.57 -1.82
O: 1.80 4.70 -2.08
O: 0.56 3.37 -1.02
H: 2.55 2.77 -3.40
H: 1.28 1.77 -2.93
H: 2.71 1.92 -1.83
C: 3.88 -2.70 -5.49
N: 5.20 -2.04 -5.50
O: 6.11 -2.63 -4.92
O: 5.27 -0.93 -6.02
H: 3.88 -3.43 -6.30
H: 3.08 -1.99 -5.69
H: 3.69 -3.11 -4.50
C: -3.01 -4.27 -2.51
N: -3.09 -5.63 -3.12
O: -2.62 -6.57 -2.46
O: -3.82 -5.67 -4.12
H: -2.52 -3.67 -3.28
H: -2.44 -4.40 -1.60
H: -4.01 -3.86 -2.36
C: 3.71 2.47 -6.69
N: 3.14 1.09 -6.80
O: 3.26 0.48 -7.83
O: 2.49 0.67 -5.89
H: 2.90 3.17 -6.47
H: 4.07 2.60 -7.71
H: 4.51 2.38 -5.96
C: -0.48 -2.90 0.10
O: -0.11 -1.57 0.04
C: -0.27 -0.97 -1.27
C: 0.88 -1.27 -2.29
O: 2.10 -0.55 -1.82
C: 3.29 -1.04 -2.44
H: -0.28 -3.24 1.11
H: 0.12 -3.50 -0.59
H: -1.54 -3.00 -0.13
H: -0.46 0.10 -1.20
H: -1.25 -1.25 -1.66
H: 0.69 -0.89 -3.30
H: 1.11 -2.33 -2.24
H: 3.41 -0.64 -3.45
H: 3.34 -2.12 -2.53
H: 4.21 -0.79 -1.91
C: -1.42 -0.24 2.92
O: -1.60 -0.17 4.30
C: -2.66 0.62 4.76
C: -3.05 0.42 6.20
O: -3.73 -0.77 6.50
C: -3.76 -1.11 7.90
H: -2.21 -0.80 2.43
H: -0.43 -0.66 2.73
H: -1.31 0.75 2.47
H: -3.50 0.37 4.11
H: -2.43 1.68 4.60
H: -3.65 1.19 6.68
H: -2.08 0.33 6.69
H: -4.06 -0.25 8.50
H: -2.78 -1.43 8.23
H: -4.55 -1.82 8.14
C: 6.19 1.70 -1.00
O: 5.25 2.78 -0.91
C: 5.55 3.67 0.16
C: 4.30 4.58 0.36
O: 3.15 3.86 0.92
C: 2.17 4.75 1.42
H: 5.98 1.04 -0.16
H: 7.22 2.03 -0.86
H: 6.09 1.17 -1.94
H: 6.46 4.25 0.01
H: 5.82 3.27 1.14
H: 3.98 4.76 -0.66
H: 4.71 5.45 0.88
H: 1.26 4.19 1.65
H: 1.88 5.53 0.72
H: 2.39 5.24 2.37
C: -4.89 4.39 4.66
O: -4.37 3.87 3.42
C: -4.58 4.79 2.33
C: -4.34 4.16 0.95
O: -3.04 3.61 0.85
C: -2.73 2.93 -0.38
H: -5.01 3.49 5.26
H: -5.85 4.88 4.50
H: -4.24 5.17 5.06
H: -3.82 5.55 2.49
H: -5.58 5.23 2.25
H: -4.43 4.95 0.21
H: -5.16 3.51 0.64
H: -3.51 2.18 -0.50
H: -1.81 2.34 -0.37
H: -2.64 3.61 -1.22
C: -2.99 -5.15 1.21
O: -3.76 -4.79 2.39
C: -3.32 -3.59 3.04
C: -4.14 -3.15 4.24
O: -5.54 -3.21 4.00
C: -6.30 -2.56 5.03
H: -3.42 -5.98 0.65
H: -2.00 -5.48 1.51
H: -3.03 -4.32 0.51
H: -3.47 -2.75 2.37
H: -2.27 -3.64 3.32
H: -3.82 -2.14 4.49
H: -3.94 -3.84 5.06
H: -7.39 -2.60 5.00
H: -5.95 -1.55 5.21
H: -6.02 -3.08 5.95

---

no.,energy (Ha)
1,-8856.86595
2,-3749.49317